Run w
An isolated ion of composition C4H8N3S and charge +1, computed with ωB97M-V/def2-TZVPD.

Each atom is followed by the atoms it is bonded to, with distances in Å.
Element x y z (Å)
1 C -0.4736 0.8999 0.4548  N5 1.296, S8 1.836, H9 1.100
2 C -3.0976 0.3280 -0.0178  N7 1.321, S8 1.671, H10 1.062
3 C 2.7264 0.0147 -0.7421  C4 1.464, N6 1.286, H11 1.162
4 C 3.4572 -0.7157 0.2956  C3 1.464, H12 1.077, H13 1.148, H14 1.063
5 N 0.8064 0.9260 0.2532  C1 1.296, N6 1.233
6 N 1.5732 0.5752 -0.6463  C3 1.286, N5 1.233
7 N -4.2373 -0.3293 -0.1372  C2 1.321, H15 1.062, H16 1.041
8 S -1.5958 -0.3621 -0.2662  C1 1.836, C2 1.671
9 H -1.0145 1.4380 1.2472  C1 1.100
10 H -2.9782 1.3812 0.0421  C2 1.062
11 H 3.0927 -0.1644 -1.8307  C3 1.162
12 H 3.3043 -0.4858 1.3366  C4 1.077
13 H 4.5275 -0.3968 0.0309  C4 1.148
14 H 3.2822 -1.7645 0.2882  C4 1.063
15 H -4.1633 -1.3878 -0.1790  N7 1.062
16 H -5.2094 0.0432 -0.1293  N7 1.041

**Orbital gap (spin up / spin down)**: 0.279 / 0.279 Eh
**HOMO energy (spin up / spin down)**: -12.49 / -12.49 eV
**Total charge**: +1

These are the natural (NBO) partial charges, in e, on atoms 1 to 6: C -0.170; C -0.002; C 0.133; C -0.707; N -0.120; N -0.196

---

Run x
An isolated ion of composition C4H8N3S and charge +1, computed with ωB97M-V/def2-TZVPD.

Each atom is followed by the atoms it is bonded to, with distances in Å.
Element x y z (Å)
1 C 2.9784 -0.6917 -0.2329  N5 1.285, S8 1.848, H9 1.026
2 C 0.8995 0.5189 0.1669  C3 1.438, N6 1.354, S8 1.725
3 C -0.3296 1.1913 0.4908  C2 1.438, C4 1.692, H10 1.099, H11 1.010
4 C -1.6342 0.6019 -0.4112  C3 1.692, N7 1.426, H12 1.040, H13 1.029
5 N 1.9634 -1.4470 -0.0105  C1 1.285, N6 1.312
6 N 0.8274 -0.8319 0.2186  C2 1.354, N5 1.312, H16 1.214
7 N -1.6948 -0.8025 -0.1720  C4 1.426, H14 0.995, H15 0.955
8 S 2.5020 1.0902 -0.1204  C1 1.848, C2 1.725
9 H 3.9516 -1.0099 -0.1720  C1 1.026
10 H -0.7331 1.0005 1.4949  C3 1.099
11 H -0.3275 2.2005 0.4404  C3 1.010
12 H -1.3926 0.8357 -1.3952  C4 1.040
13 H -2.5131 1.0589 -0.1326  C4 1.029
14 H -1.9125 -1.3399 -0.9802  N7 0.995
15 H -2.2706 -1.1393 0.5111  N7 0.955
16 H -0.3145 -1.2358 0.3044  N6 1.214

**Orbital gap**: 0.376 Eh
**HOMO energy**: -14.52 eV
**Total charge**: +1

These are the natural (NBO) partial charges, in e, on atoms 1 to 6: C -0.059; C 0.093; C -0.492; C -0.171; N -0.182; N -0.325

---

It is run x that is most stable; the runner-up trails by 176.6 kJ/mol.

---

Run w
A 2-piece molecular cluster, C5H14NO overall, computed with ωB97M-V/def2-TZVPD.

Each atom is followed by the atoms it is bonded to, with distances in Å.
Element x y z (Å)
1 C 1.7778 1.4535 -0.5741  C2 1.478, H7 1.122, H8 1.071, H9 1.010
2 C 0.6108 0.7157 -0.0480  C1 1.478, C3 1.605, N6 1.575, H10 1.078
3 C 0.6736 -0.8542 -0.3764  C2 1.605, C4 1.577, H11 1.106, H12 1.185
4 C 0.1012 -1.1632 -1.8128  C3 1.577, C5 1.384, H13 1.100
5 C -0.8225 -2.1919 -1.8763  C4 1.384, H14 1.087, H15 1.032
6 N 0.0937 0.8431 1.4342  C2 1.575, H16 1.108, H17 1.062, H18 0.997
7 H 1.9823 1.0231 -1.5898  C1 1.122
8 H 2.6677 1.0257 -0.1593  C1 1.071
9 H 1.7558 2.4554 -0.4501  C1 1.010
10 H -0.3145 0.9539 -0.5476  C2 1.078
11 H 1.7559 -0.9777 -0.5665  C3 1.106
12 H 0.5462 -1.4066 0.6637  C3 1.185
13 H 0.3015 -0.2851 -2.4443  C4 1.100
14 H -1.5096 -2.2122 -2.7181  C5 1.087
15 H -0.6725 -3.0275 -1.2899  C5 1.032
16 H -0.9900 0.6199 1.4998  N6 1.108
17 H 0.4746 0.2272 2.2113  N6 1.062
18 H 0.2227 1.7751 1.7639  N6 0.997
19 H -2.8035 0.2932 3.0047  O21 0.938
20 H -3.3696 0.3414 1.7463  O21 0.968
21 O -2.4817 0.3914 2.1294  H19 0.938, H20 0.968

**Orbital gap**: 0.348 Eh
**HOMO energy**: -12.68 eV
**Total charge**: +1

These are the natural (NBO) partial charges, in e, on atoms 1 to 6: C -0.642; C -0.021; C -0.458; C -0.194; C -0.349; N -0.731

---

Run x
A 2-piece molecular cluster, C5H14NO overall, computed with ωB97M-V/def2-TZVPD.

Each atom is followed by the atoms it is bonded to, with distances in Å.
Element x y z (Å)
1 C 0.9618 -0.8467 1.1241  C2 1.495, H7 1.110, H8 1.071, H9 1.108
2 C 0.5574 -1.0694 -0.2975  C1 1.495, N3 1.522, C6 1.567, H10 1.105
3 N -0.8484 -0.5524 -0.5669  C2 1.522, C4 1.526, H11 1.055, H12 1.020
4 C -0.8235 0.9649 -0.7290  N3 1.526, C5 1.615, H13 1.091, H14 1.086
5 C 0.6856 1.2398 -1.2346  C4 1.615, C6 1.522, H15 1.052, H16 1.079
6 C 1.2582 -0.1643 -1.3683  C2 1.567, C5 1.522, H17 1.120, H18 1.113
7 H 0.4198 -1.5233 1.8180  C1 1.110
8 H 0.7459 0.1595 1.4217  C1 1.071
9 H 2.0423 -0.9862 1.3249  C1 1.108
10 H 0.7226 -2.1065 -0.6415  C2 1.105
11 H -1.5559 -0.6812 0.2043  N3 1.055
12 H -1.1866 -1.0104 -1.4132  N3 1.020
13 H -1.5384 1.5755 -1.2831  C4 1.091
14 H -0.8831 1.2341 0.3211  C4 1.086
15 H 0.5498 1.7540 -2.1419  C5 1.052
16 H 1.0407 1.8351 -0.4071  C5 1.079
17 H 2.3680 -0.2665 -1.2540  C6 1.120
18 H 1.1339 -0.6097 -2.3810  C6 1.113
19 H -1.8750 -0.1814 3.0309  O21 0.968
20 H -1.9101 1.0870 2.3524  O21 0.968
21 O -1.8648 0.1481 2.1207  H19 0.968, H20 0.968

**Orbital gap**: 0.473 Eh
**HOMO energy**: -15.79 eV
**Total charge**: +1

These are the natural (NBO) partial charges, in e, on atoms 1 to 6: C -0.645; C -0.041; N -0.533; C -0.237; C -0.414; C -0.436

---

Run y
A 2-piece molecular cluster, C5H14NO overall, computed with ωB97M-V/def2-TZVPD.

Each atom is followed by the atoms it is bonded to, with distances in Å.
Element x y z (Å)
1 C 0.5346 -2.5083 1.0588  C2 1.558, H7 1.098, H8 1.082, H9 1.110
2 C 0.0483 -1.4195 2.0608  C1 1.558, C3 1.518, H10 1.094, H11 1.087
3 C -0.0276 -0.0586 1.3924  C2 1.518, C4 1.522, H12 1.095, H13 1.101
4 C -0.8215 -0.0528 0.0944  C3 1.522, N6 1.466, H14 1.108, H15 1.083
5 C -1.3093 2.1737 -0.8030  N6 1.265, H16 1.089, H17 1.089
6 N -0.5890 1.1362 -0.7303  C4 1.466, C5 1.265, H18 1.030
7 H 0.9347 -3.3222 1.6772  C1 1.098
8 H 1.3386 -2.1552 0.4273  C1 1.082
9 H -0.3098 -2.8002 0.4004  C1 1.110
10 H 0.7275 -1.2680 2.9048  C2 1.094
11 H -0.8162 -1.8362 2.5704  C2 1.087
12 H 0.9915 0.2516 1.1414  C3 1.095
13 H -0.5003 0.8167 1.8643  C3 1.101
14 H -1.9132 -0.1179 0.2708  C4 1.108
15 H -0.6038 -0.9443 -0.4810  C4 1.083
16 H -0.9098 3.0141 -1.3688  C5 1.089
17 H -2.3373 2.1318 -0.4458  C5 1.089
18 H 0.3291 1.1114 -1.1957  N6 1.030
19 H 1.4916 0.2776 -3.2619  O21 0.960
20 H 2.4900 1.0568 -2.3965  O21 0.960
21 O 1.5535 0.8839 -2.5201  H19 0.960, H20 0.960

**Orbital gap**: 0.384 Eh
**HOMO energy**: -14.98 eV
**Total charge**: +1

These are the natural (NBO) partial charges, in e, on atoms 1 to 6: C -0.615; C -0.414; C -0.395; C -0.243; C 0.109; N -0.382

---

It is run x that is most stable; the runner-up trails by 36.6 kJ/mol.